Record 1
This record from OMol25 describes C35H33BF2N3O2PSSeTc as an isolated structure in a non-equilibrium geometry. The level of theory is the ωB97M-V functional and the def2-TZVPD basis.

ORCA input file:
```
! RIJCOSX wB97M-V def2-TZVPD def2/J DEFGRID3
* xyz 0 4
Tc 1.00 1.61 0.67
Se -0.84 2.65 1.99
S 1.63 2.91 -1.17
P 0.61 -1.88 -1.09
F -1.56 -0.29 2.06
F -1.09 0.61 4.10
O 0.74 -0.84 -0.04
O 0.65 0.47 2.44
N 3.83 1.56 -0.33
N 4.10 2.90 -2.16
N 2.92 1.04 0.57
C 2.79 -1.79 -2.82
C -0.02 -4.62 -1.06
C 4.31 -3.55 -1.29
C 1.44 -0.56 2.84
C -2.38 4.97 1.39
C -0.17 -3.38 -0.45
C 3.32 2.38 -1.18
C -1.82 -0.21 -4.60
C -1.59 -1.58 -4.55
C 2.77 -0.64 2.39
C 3.01 -3.27 -0.92
C 3.56 -1.68 2.89
C 0.94 -1.52 3.71
C -2.44 3.57 1.40
C -1.12 5.71 1.77
C -1.30 -5.64 0.70
C -0.58 0.09 -2.57
C -1.45 -4.40 1.31
C -1.32 0.63 -3.62
C 4.85 -2.96 -2.42
C 2.24 -2.39 -1.69
C 3.43 0.20 1.40
C -0.35 -1.28 -2.51
C -5.92 5.86 0.34
C -3.51 5.68 1.03
C -0.59 -5.75 -0.49
C 4.10 -2.08 -3.18
C 3.07 -2.63 3.76
C -4.72 3.67 0.66
C 1.74 -2.56 4.16
C -0.89 -3.27 0.74
C -4.70 5.05 0.68
C -3.61 2.91 1.01
C -3.69 1.41 0.97
C -0.85 -2.11 -3.50
B -0.81 0.62 2.76
H -1.49 1.69 -3.66
H -0.68 -3.18 -3.46
H -6.28 6.40 1.23
H -6.73 5.23 -0.02
H -0.09 -1.46 4.03
H 1.33 -3.30 4.83
H -1.99 -2.23 -5.32
H 2.58 -3.72 -0.03
H 4.91 -4.23 -0.69
H -5.70 6.61 -0.42
H 4.50 0.03 1.29
H -1.00 -2.30 1.20
H -3.46 6.77 1.03
H -2.84 0.99 0.42
H -0.47 -6.72 -0.96
H -0.26 5.31 1.22
H -4.60 1.08 0.48
H -1.73 -6.52 1.15
H 5.87 -3.18 -2.71
H -0.91 5.60 2.83
H 0.55 -4.71 -1.98
H -3.67 0.99 1.97
H 2.20 -1.10 -3.40
H 5.10 2.81 -2.06
H -2.00 -4.32 2.24
H 4.53 -1.61 -4.06
H 3.71 -3.42 4.13
H -0.18 0.74 -1.81
H -5.62 3.15 0.36
H -2.41 0.20 -5.42
H 3.74 3.72 -2.62
H 4.59 -1.75 2.56
H -1.21 6.77 1.54
*
```

Summary:
HOMO level (spin up / spin down) = -7.45 / -7.21 eV
Relative energy (zero: lowest compared OMol25 entry of this formula, charge and spin) = 0.0 kJ/mol
Frontier orbital gap (spin up / spin down) = 7.5877 / 6.8311 eV

Record 2
This record from OMol25 describes a 14-piece molecular cluster, C14H56O21 overall in a non-equilibrium geometry. The level of theory is the ωB97M-V functional and the def2-TZVPD basis.

ORCA input file:
```
! RIJCOSX wB97M-V def2-TZVPD def2/J DEFGRID3
* xyz 0 1
O 14.22 -6.94 17.45
O 9.55 -2.95 20.20
O 2.41 -6.77 15.68
O 3.92 -5.29 17.53
O 7.76 -4.74 17.67
O 9.28 -1.33 11.50
O 6.79 -3.38 12.79
O 9.60 -6.67 18.96
O 6.35 0.49 14.85
O 12.98 -3.23 19.39
O 7.27 -2.11 15.32
O 9.80 -0.80 16.04
O 9.56 1.40 13.69
O 11.40 -2.73 15.27
O 6.51 -3.97 19.82
O 8.68 -6.28 15.68
O 8.78 -6.40 11.99
O 7.13 0.10 17.51
O 6.05 -6.42 16.24
O 11.19 -5.37 17.12
O 6.80 -6.79 21.21
C 11.72 -2.68 19.39
C 10.84 -3.53 20.27
C 7.58 -7.24 20.11
C 6.84 -3.17 16.12
C 9.63 0.81 12.48
C 8.40 -5.01 11.65
C 8.85 -0.50 12.56
C 8.11 -3.51 16.88
C 3.24 -4.58 16.55
C 12.94 -6.61 17.82
C 2.90 -5.53 15.36
C 7.80 -4.35 12.97
C 8.91 -6.55 20.15
C 12.22 -6.14 16.60
H 11.83 -1.73 19.95
H 10.81 -4.57 19.99
H 3.86 -3.74 16.23
H 9.59 -6.11 15.30
H 8.38 -2.62 17.47
H 8.71 -5.48 20.40
H 12.82 -5.60 15.98
H 8.05 -1.63 15.79
H 5.97 -2.91 16.69
H 10.25 -1.59 15.75
H 7.94 -0.15 17.94
H 9.17 -6.78 11.25
H 8.65 1.80 13.79
H 6.60 -4.10 15.59
H 6.60 -0.39 15.14
H 9.49 1.48 11.62
H 9.64 -1.95 20.33
H 9.06 -0.96 10.64
H 14.67 -6.10 17.32
H 9.56 -6.88 20.89
H 10.76 0.59 12.48
H 11.47 -2.80 14.32
H 2.34 -5.13 14.51
H 11.88 -6.91 16.03
H 11.55 -2.53 18.30
H 9.82 -0.20 15.29
H 7.75 -8.29 20.27
H 8.96 -1.03 13.51
H 6.65 -2.82 13.53
H 8.98 -3.74 16.22
H 4.78 -5.53 17.14
H 13.00 -3.72 20.18
H 7.36 0.88 17.02
H 7.74 -0.36 12.53
H 6.58 -3.76 20.71
H 8.68 -3.85 13.53
H 7.45 -5.06 13.69
H 9.24 -4.39 11.52
H 12.87 -6.04 18.75
H 11.09 -3.58 15.54
H 11.11 -3.32 21.24
H 6.41 -7.27 16.20
H 2.36 -4.09 17.04
H 9.64 -7.60 18.84
H 5.59 0.86 15.29
H 3.86 -5.69 14.79
H 5.67 -4.44 19.81
H 8.52 -5.72 16.43
H 7.91 -4.86 10.67
H 10.65 -5.66 17.93
H 7.33 -4.56 18.47
H 6.18 -6.08 20.84
H 3.12 -7.23 16.11
H 6.77 -5.89 16.48
H 7.08 -7.22 19.17
H 12.32 -7.41 18.21
*
```

Summary:
HOMO level = -9.43 eV
Relative energy (zero: lowest compared OMol25 entry of this formula, charge and spin) = 426.9 kJ/mol
Frontier orbital gap = 9.5346 eV